No. 1
ORCA calculation (the ωB97M-V functional and the def2-TZVPD basis) on a cluster of 2 separate species, C5H10O in total.

Geometry (Å):
O (0.8301, 0.8238, -1.8431)
C (-0.2443, 0.9746, -0.9291)
C (0.3289, 1.1582, 0.4756)
C (0.5357, -0.2687, 0.8731)
C (-0.5025, -0.9880, 0.3930)
C (-0.9979, -0.3699, -0.8748)
H (1.3625, 1.6269, -1.7767)
H (-0.9190, 1.7823, -1.2215)
H (1.2133, 1.7977, 0.5389)
H (-0.4249, 1.5744, 1.1636)
H (0.6151, -1.9582, 2.1349)
H (1.4738, -0.5982, 1.3034)
H (0.4909, -2.4431, 1.5867)
H (-1.0454, -1.8099, 0.8481)
H (-0.6318, -0.9904, -1.7110)
H (-2.0844, -0.3114, -0.9611)

Summary:
- Frontier orbital gap: 9.5 eV
- Calculated total energy: -7391.522 eV
- SMILES: OC1CC=CC1.[H][H]
- LUMO level: 0.84 eV
- Energy above the lowest of the compared OMol25 structures with the same formula, charge and spin: 312.9 kJ/mol
- E_HOMO: -8.653 eV

No. 2
ORCA calculation (the ωB97M-V functional and the def2-TZVPD basis) on an isolated molecule of C4H9NO2.

Geometry (Å):
O (1.0390, -2.0216, -0.0696)
C (1.3348, -0.8685, -0.0249)
C (0.3603, 0.2863, -0.4722)
C (1.0258, 1.5683, -0.8701)
N (-0.5941, 0.4798, 0.6446)
C (-1.3439, -0.6623, 1.0342)
O (-1.9616, -1.3872, -0.0858)
H (2.2898, -0.3671, 0.4678)
H (-0.0980, 0.0048, -1.4489)
H (2.0631, 1.5071, -1.2877)
H (0.1973, 2.0064, -1.4273)
H (1.0800, 2.0076, 0.1055)
H (-1.1342, 1.3130, 0.3136)
H (-0.6657, -1.4668, 1.4319)
H (-2.0243, -0.1818, 1.7772)
H (-1.5683, -2.2181, -0.0884)

Summary:
- Frontier orbital gap: 10.5 eV
- Calculated total energy: -9877.125 eV
- SMILES: C[C@@H](C=O)NCO
- LUMO level: 0.98 eV
- Energy above the lowest of the compared OMol25 structures with the same formula, charge and spin: 283.2 kJ/mol
- E_HOMO: -9.508 eV

Copy entry 2 word for word.
ORCA calculation (the ωB97M-V functional and the def2-TZVPD basis) on an isolated molecule of C4H9NO2.

Geometry (Å):
O (1.0390, -2.0216, -0.0696)
C (1.3348, -0.8685, -0.0249)
C (0.3603, 0.2863, -0.4722)
C (1.0258, 1.5683, -0.8701)
N (-0.5941, 0.4798, 0.6446)
C (-1.3439, -0.6623, 1.0342)
O (-1.9616, -1.3872, -0.0858)
H (2.2898, -0.3671, 0.4678)
H (-0.0980, 0.0048, -1.4489)
H (2.0631, 1.5071, -1.2877)
H (0.1973, 2.0064, -1.4273)
H (1.0800, 2.0076, 0.1055)
H (-1.1342, 1.3130, 0.3136)
H (-0.6657, -1.4668, 1.4319)
H (-2.0243, -0.1818, 1.7772)
H (-1.5683, -2.2181, -0.0884)

Summary:
- Frontier orbital gap: 10.5 eV
- Calculated total energy: -9877.125 eV
- SMILES: C[C@@H](C=O)NCO
- LUMO level: 0.98 eV
- Energy above the lowest of the compared OMol25 structures with the same formula, charge and spin: 283.2 kJ/mol
- E_HOMO: -9.508 eV